(1)
8
Properties=species:S:1:pos:R:3:forces:R:3:lowdin_charge:R:1 method="wB97M-V/def2-TZVPD" orbital_gap_ev="8.38 / 6.18" charge=0 total_energy_ev=-95206.722 homo_energy_ev="-8.7005 / -8.9043"
I 1.13971 -1.75485 -4.35548 -0.114 0.445 0.689 0.260
I -1.42205 0.08259 -1.56834 0.699 -0.160 -0.329 0.283
Br 1.69714 -1.85374 -0.53764 -0.089 0.321 -0.342 0.124
Si 0.95098 -0.49719 -2.17637 -0.515 -0.603 -0.052 -0.627
C -0.60267 1.06576 2.17587 1.314 -1.343 -3.730 0.071
H -0.37445 1.17618 3.15831 0.498 0.413 2.696 -0.069
H -1.60594 1.15423 1.81051 -0.172 0.062 -0.096 -0.039
H 0.21727 0.62703 1.49313 -1.621 0.865 1.165 -0.004

=====

(2)
9
Properties=species:S:1:pos:R:3:forces:R:3:lowdin_charge:R:1 method="wB97M-V/def2-TZVPD" smiles="C[P@](=O)([O-])OBr" orbital_gap_ev=8.63 charge=-1 total_energy_ev=-86561.841 homo_energy_ev=-5.4837
Br 2.38999 -0.68104 -1.83333 -1.604 0.387 0.586 0.532
P -0.46099 0.49942 -0.58322 1.038 -0.894 -0.786 0.260
O 0.58084 -0.78965 -1.38898 -0.270 0.145 -0.237 -0.889
O -1.89124 0.31533 -0.99097 1.200 -0.490 0.239 -0.374
O 0.26367 1.75769 -0.82684 0.290 0.552 0.243 -0.398
C -0.21789 -0.20326 1.08075 -2.033 1.953 -0.304 -0.173
H -0.25280 0.55066 1.83897 -0.734 1.291 0.269 0.030
H -1.04595 -0.82550 1.27378 -0.938 -1.023 0.196 0.019
H 0.63436 -0.62365 1.42983 3.050 -1.921 -0.206 -0.005